# 1
Here is C52H55N9OS2SnTe as an isolated structure from the Open Molecules 2025 dataset. Energies are from the ωB97M-V functional and the def2-TZVPD basis.

Summary:
- Strongest force on any atom: 1.38 eV Å⁻¹
- E_HOMO: -0.870 eV
- Molecular weight: 1132.52 g mol⁻¹
- Energy: -3861.2586 Ha
- Relative energy (zero: lowest compared OMol25 entry of this formula, charge and spin): 1.050 eV
- Orbital gap: 4.5814 eV

The geometry in ORCA input format:
```
! RIJCOSX wB97M-V def2-TZVPD def2/J DEFGRID3
* xyz -2 1
C -3.742 0.405 0.858
S -0.283 5.421 0.628
C -1.698 2.450 -2.460
C 4.986 -0.619 -1.681
H -4.415 1.227 1.121
H -6.973 -1.974 1.114
H -3.918 -4.252 1.130
H 7.105 -0.413 -1.902
H 4.379 0.533 3.119
C -2.009 -2.830 -1.925
H 4.501 -0.975 0.392
H 1.494 0.486 -3.484
C -1.216 -1.227 -3.109
H 0.615 -2.566 -5.037
H 1.322 -4.874 3.265
N -0.217 -2.988 0.588
H 1.245 -5.570 -0.985
O 0.011 -0.421 2.404
C -0.463 -2.443 -5.152
C 4.826 0.790 -4.061
H 7.370 0.564 -5.266
H -3.024 0.299 1.668
N -8.071 -3.772 -2.590
H 6.180 -1.377 -0.052
C 3.653 0.369 -3.434
H -2.770 -1.192 2.697
C 0.461 -3.861 0.904
C -5.075 1.291 -1.448
H 2.941 -3.989 0.002
H -5.389 -4.803 -0.570
H -0.294 5.230 -3.785
H -2.840 -3.024 2.714
C 1.131 -5.613 2.485
C -4.541 -3.438 0.768
C -0.560 4.705 4.121
C 2.583 -2.029 4.361
H -5.480 2.003 -2.162
H 0.091 3.884 3.848
H 1.674 4.246 -2.568
H 7.387 2.049 -4.317
H 8.224 0.611 -3.719
H 1.761 -6.876 0.106
C 0.393 6.041 2.210
H 2.317 1.740 -4.431
C -4.562 -0.857 0.672
C -3.214 -2.095 2.297
N -0.633 1.891 -1.886
S -1.626 2.792 1.332
H 0.601 7.097 2.033
C 1.352 -1.718 3.828
H -1.455 7.799 3.107
C 3.718 -0.352 -2.231
C 2.274 0.275 2.782
H -0.895 -0.252 -3.455
Te 1.959 -1.148 -1.292
H -2.467 4.052 -3.681
H 4.749 1.342 -4.996
C 3.516 -0.093 3.316
H 3.505 -5.346 1.016
H 2.240 0.080 -5.031
C -0.548 5.876 3.368
C -2.307 6.755 4.778
C 6.136 -0.188 -2.339
H 3.060 -3.785 1.745
H 3.188 3.444 2.024
H 4.683 -1.502 4.442
N -1.748 -1.477 -1.935
H 1.801 -6.464 2.632
C -6.822 -1.736 0.051
C -6.524 -3.017 -0.681
C 3.700 -1.239 4.069
N 1.183 1.870 1.319
C 2.347 0.691 -4.128
C -1.439 6.892 3.704
C -2.298 5.590 5.535
C 1.157 -0.606 2.954
H 1.330 5.507 2.366
C 7.335 0.959 -4.248
H -0.653 -1.541 -5.731
H -1.652 -4.394 -3.484
C -5.706 -0.714 -0.042
C -7.357 -3.444 -1.728
C 1.084 -6.025 -0.006
C 0.538 2.541 -1.952
H 0.054 -6.382 0.043
H 2.694 -2.907 4.991
N 1.038 3.217 1.034
Sn -0.374 0.113 0.155
H -3.609 2.325 -3.004
C 6.081 0.516 -3.537
C 1.374 -5.002 1.102
H -6.985 0.569 -1.189
C 2.816 -4.498 0.960
H 2.244 3.325 3.495
H -2.996 7.557 5.022
H 0.099 -5.956 2.582
N -2.958 1.852 -2.407
H -2.470 -3.305 -1.072
C 5.141 -1.388 -0.391
C -0.380 4.290 -3.253
N -1.111 -2.343 -3.865
H 1.376 2.046 -1.469
C -5.953 0.441 -0.876
C -1.589 3.635 -3.200
C 2.082 1.618 2.205
H -7.744 -1.294 -0.328
N -2.982 0.765 -0.333
H 0.477 -2.329 4.028
C 2.877 2.757 2.811
C -1.619 -3.383 -3.109
H -0.864 -3.297 -5.695
C -0.190 3.625 1.020
C -5.465 -3.786 -0.191
H 4.830 -2.427 -0.533
C -4.130 -2.131 1.302
H 3.737 2.405 3.371
C -3.624 1.260 -1.306
C -1.424 4.565 5.199
C 0.717 3.746 -2.597
H -1.419 3.644 5.770
H -2.975 5.479 6.374
*
```

Atom charges from the Mulliken analysis, given in e for atoms 1 to 99: number 1, C, carries -2.676; number 2, S, carries -0.296; number 3, C, carries 0.376; number 4, C, carries 0.855; number 5, H, carries 0.440; number 6, H, carries 0.320; number 7, H, carries 0.136; number 8, H, carries 0.198; number 9, H, carries 0.350; number 10, C, carries -0.561; number 11, H, carries 0.060; number 12, H, carries -0.763; number 13, C, carries -0.657; number 14, H, carries 0.258; number 15, H, carries 0.218; number 16, N, carries -0.019; number 17, H, carries 0.352; number 18, O, carries -0.762; number 19, C, carries -0.913; number 20, C, carries -0.835; number 21, H, carries 0.323; number 22, H, carries 0.605; number 23, N, carries -0.803; number 24, H, carries 0.379; number 25, C, carries 1.546; number 26, H, carries 0.399; number 27, C, carries -1.096; number 28, C, carries -1.596; number 29, H, carries 0.196; number 30, H, carries 0.324; number 31, H, carries 0.389; number 32, H, carries 0.243; number 33, C, carries -1.660; number 34, C, carries -1.276; number 35, C, carries 0.398; number 36, C, carries -0.393; number 37, H, carries 0.284; number 38, H, carries 0.153; number 39, H, carries 0.488; number 40, H, carries 0.317; number 41, H, carries 0.333; number 42, H, carries 0.432; number 43, C, carries -1.055; number 44, H, carries 0.365; number 45, C, carries 1.441; number 46, C, carries -1.831; number 47, N, carries 1.167; number 48, S, carries -0.485; number 49, H, carries 0.543; number 50, C, carries -0.732; number 51, H, carries 0.338; number 52, C, carries -0.744; number 53, C, carries 0.476; number 54, H, carries 0.235; number 55, Te, carries 0.107; number 56, H, carries 0.406; number 57, H, carries 0.356; number 58, C, carries -0.319; number 59, H, carries 0.448; number 60, H, carries 0.422; number 61, C, carries 0.624; number 62, C, carries -0.553; number 63, C, carries -1.080; number 64, H, carries 0.199; number 65, H, carries 0.302; number 66, H, carries 0.325; number 67, N, carries 0.453; number 68, H, carries 0.412; number 69, C, carries -1.678; number 70, C, carries 0.282; number 71, C, carries -1.101; number 72, N, carries 1.125; number 73, C, carries -0.897; number 74, C, carries -0.539; number 75, C, carries -0.379; number 76, C, carries 0.368; number 77, H, carries 0.188; number 78, C, carries -1.535; number 79, H, carries 0.328; number 80, H, carries 0.420; number 81, C, carries 1.333; number 82, C, carries 0.155; number 83, C, carries -1.877; number 84, C, carries -0.504; number 85, H, carries 0.388; number 86, H, carries 0.341; number 87, N, carries -0.713; number 88, Sn, carries 2.583; number 89, H, carries 0.254; number 90, C, carries 0.887; number 91, C, carries 2.809; number 92, H, carries 0.240; number 93, C, carries -1.411; number 94, H, carries 0.141; number 95, H, carries 0.349; number 96, H, carries 0.393; number 97, N, carries 0.139; number 98, H, carries 0.424; number 99, C, carries -1.295

---

# 2
Here is C52H55NO6S5SeSiSnTe2 as an isolated structure from the Open Molecules 2025 dataset. Energies are from the ωB97M-V functional and the def2-TZVPD basis.

Summary:
- Strongest force on any atom: 3.26 eV Å⁻¹
- E_HOMO: -2.482 eV
- Molecular weight: 1431.31 g mol⁻¹
- Energy: -7953.0644 Ha
- Orbital gap: 5.8130 eV

The geometry in ORCA input format:
```
! RIJCOSX wB97M-V def2-TZVPD def2/J DEFGRID3
* xyz -2 1
C -3.636 2.716 0.100
H -4.844 -2.476 1.843
C 7.732 1.478 -0.509
O -1.357 4.894 4.470
H 2.054 0.510 6.456
H -2.175 4.666 4.048
H 7.871 0.389 -0.670
Se 1.055 2.591 2.783
H 2.334 4.275 5.804
C -4.365 -2.146 -4.241
C 2.900 -2.064 -1.463
C -0.657 4.923 0.551
O -1.537 1.604 0.001
C -0.630 4.903 -2.225
H -1.334 -2.791 -6.415
C -1.974 -3.779 -0.806
H 2.231 0.088 4.775
H 1.246 -0.819 -1.858
H -0.695 5.078 1.624
H 7.113 5.169 0.242
H -0.745 4.379 3.963
H -3.567 -3.308 1.112
C 3.316 -2.532 0.871
H -2.207 -3.542 -4.283
S -3.129 -9.185 0.576
O 0.712 0.049 0.460
O 0.803 -1.142 2.988
C 1.268 3.857 5.920
H 1.274 5.961 -2.036
H -0.551 1.536 6.694
C -2.839 1.583 -0.176
C -3.034 -5.410 2.500
C -1.153 -3.764 -4.561
H 3.421 -2.055 4.093
C -1.677 -5.471 2.302
H -7.670 0.758 0.055
H 1.037 -3.174 -7.014
H 1.928 -2.747 4.585
Te -0.912 -5.413 -1.804
C 7.306 4.126 0.037
S -1.301 -6.979 1.391
C -5.023 2.708 -0.037
Sn -0.772 0.666 1.842
C 0.418 5.423 -0.128
C -5.720 1.568 -0.310
H 4.640 4.533 -0.714
Te 3.504 2.082 -0.160
C 1.557 -0.935 0.248
H -2.934 -3.639 -1.294
C -3.636 -1.430 -5.186
C 8.585 3.664 -0.230
C 6.412 1.938 -0.344
C -0.668 1.553 5.583
C 5.245 1.031 -0.644
H 1.198 5.967 0.373
C -2.787 -0.747 -1.048
H -2.047 -0.042 -5.552
H 3.876 -2.941 1.713
C -1.141 -2.492 -0.745
N -1.925 -1.306 -0.250
O 0.348 1.405 -2.474
Si 1.029 2.204 5.008
C -1.663 4.329 -1.560
C 0.987 -4.720 -4.017
H 3.027 -2.269 -2.504
H -0.699 -2.245 -1.719
H -7.550 1.542 -1.458
C -2.989 3.972 0.507
H -5.493 3.670 0.139
O -3.410 4.590 1.437
S -3.924 -4.099 3.307
H 1.183 1.409 -1.972
C 4.782 3.793 0.039
H -5.394 -0.471 -0.877
H -2.144 -4.276 0.176
C 2.546 -2.556 3.690
C -0.380 -4.495 -3.683
H -3.195 -2.075 2.172
C -3.886 -2.848 1.991
H 2.848 -3.530 3.338
H -7.584 2.515 -0.007
H -0.313 -2.700 0.001
C -2.894 -7.689 1.316
H -3.801 -1.576 -6.257
H -0.275 1.625 -1.774
H 5.368 0.090 -0.040
H -5.099 -2.876 -4.591
H 3.238 1.339 5.515
H 0.686 4.757 5.494
C -2.599 -0.575 -4.780
C 6.178 3.261 -0.078
H -4.777 -2.412 -2.162
C 8.805 2.333 -0.528
C 0.442 5.418 -1.528
H 2.608 -4.344 -5.330
C 1.510 -4.287 -5.215
H -1.363 2.333 5.257
H -0.615 4.884 -3.314
C -0.644 -3.386 -5.801
C 2.290 0.903 5.489
H 9.452 4.351 -0.144
C 3.740 -2.672 -0.463
H 1.618 -5.205 -3.279
C 1.793 -1.734 2.586
H -0.951 0.572 5.197
C -7.215 1.589 -0.445
H 4.639 4.335 0.969
C -3.061 -1.168 -2.504
C -1.736 4.373 -0.163
C -3.527 0.450 -0.599
C 2.314 -1.655 1.231
H -2.492 3.999 -2.123
C -4.923 0.469 -0.635
H -1.609 0.243 -3.089
C 1.860 -1.250 -1.100
H 4.656 -3.214 -0.742
S -4.063 -6.711 1.966
H 1.035 3.700 6.940
H 9.833 1.997 -0.756
S -0.392 -4.489 2.744
H 5.236 0.743 -1.687
C -4.156 -1.912 -2.888
C 0.691 -3.641 -6.094
C -2.321 -0.449 -3.429
*
```

Atom charges from the Mulliken analysis, given in e for atoms 1 to 99: number 1, C, carries 0.848; number 2, H, carries 0.599; number 3, C, carries -0.476; number 4, O, carries -0.621; number 5, H, carries 0.379; number 6, H, carries 0.314; number 7, H, carries 0.361; number 8, Se, carries -0.603; number 9, H, carries 0.232; number 10, C, carries -1.240; number 11, C, carries -0.689; number 12, C, carries -0.021; number 13, O, carries 0.016; number 14, C, carries -0.580; number 15, H, carries 0.294; number 16, C, carries 0.302; number 17, H, carries -0.399; number 18, H, carries 0.443; number 19, H, carries 0.409; number 20, H, carries 0.430; number 21, H, carries -0.020; number 22, H, carries -0.335; number 23, C, carries -0.086; number 24, H, carries 0.214; number 25, S, carries -0.348; number 26, O, carries 0.077; number 27, O, carries -0.125; number 28, C, carries -1.062; number 29, H, carries 0.307; number 30, H, carries 0.357; number 31, C, carries -0.256; number 32, C, carries -0.052; number 33, C, carries 0.341; number 34, H, carries 0.456; number 35, C, carries -0.142; number 36, H, carries 0.414; number 37, H, carries 0.309; number 38, H, carries 0.276; number 39, Te, carries 0.301; number 40, C, carries -0.866; number 41, S, carries -0.092; number 42, C, carries -0.614; number 43, Sn, carries 0.577; number 44, C, carries -0.660; number 45, C, carries 0.190; number 46, H, carries 0.469; number 47, Te, carries 0.378; number 48, C, carries 0.000; number 49, H, carries 0.159; number 50, C, carries -0.354; number 51, C, carries -0.381; number 52, C, carries 0.402; number 53, C, carries -0.945; number 54, C, carries -0.812; number 55, H, carries 0.455; number 56, C, carries -0.311; number 57, H, carries 0.399; number 58, H, carries 0.374; number 59, C, carries 0.211; number 60, N, carries 0.488; number 61, O, carries -0.759; number 62, Si, carries 0.538; number 63, C, carries -0.278; number 64, C, carries -0.243; number 65, H, carries 0.537; number 66, H, carries 0.170; number 67, H, carries 0.338; number 68, C, carries -0.705; number 69, H, carries 0.341; number 70, O, carries -0.661; number 71, S, carries -0.211; number 72, H, carries 0.186; number 73, C, carries -1.189; number 74, H, carries 0.463; number 75, H, carries -1.134; number 76, C, carries -1.775; number 77, C, carries -0.467; number 78, H, carries 0.178; number 79, C, carries -0.326; number 80, H, carries 0.548; number 81, H, carries 0.355; number 82, H, carries -0.014; number 83, C, carries 0.119; number 84, H, carries 0.359; number 85, H, carries 0.002; number 86, H, carries 0.320; number 87, H, carries 0.322; number 88, H, carries 0.382; number 89, H, carries 0.267; number 90, C, carries -0.974; number 91, C, carries 0.472; number 92, H, carries 0.466; number 93, C, carries -0.540; number 94, C, carries -0.341; number 95, H, carries 0.321; number 96, C, carries -0.627; number 97, H, carries 0.248; number 98, H, carries 0.320; number 99, C, carries -0.457